1.
{"formula": "C19H26F6N9NiO5S3", "method": "ωB97M-V/def2-TZVPD", "lumo_ev": [-4.136, -4.118], "charge": 1, "relative_energy_kj_mol": 48.2, "symbols": ["Ni", "C", "C", "N", "C", "S", "N", "N", "C", "C", "C", "C", "C", "C", "C", "N", "H", "H", "H", "H", "H", "H", "H", "H", "H", "H", "H", "H", "H", "C", "C", "N", "C", "N", "C", "C", "C", "N", "C", "H", "H", "H", "H", "H", "H", "H", "H", "H", "H", "H", "H", "H", "F", "C", "F", "F", "S", "O", "O", "N", "S", "O", "O", "C", "F", "F", "F", "O", "N"], "coordinates": [[-0.030, 0.076, -0.062], [2.458, 5.234, 0.899], [2.136, 4.453, 2.163], [0.925, 3.640, 2.039], [0.883, 2.482, 1.379], [-0.662, 1.654, 1.335], [1.981, 1.994, 0.858], [1.750, 0.801, 0.256], [2.726, 0.121, -0.233], [4.157, 0.526, -0.138], [2.310, -1.091, -0.955], [3.213, -1.961, -1.541], [2.738, -3.059, -2.243], [1.373, -3.260, -2.331], [0.525, -2.356, -1.714], [0.976, -1.295, -1.049], [3.348, 5.843, 1.056], [2.647, 4.555, 0.070], [1.635, 5.897, 0.629], [2.956, 3.785, 2.422], [1.977, 5.123, 3.006], [0.049, 4.033, 2.339], [4.253, 1.404, 0.492], [4.757, -0.285, 0.279], [4.550, 0.758, -1.130], [4.274, -1.774, -1.456], [3.429, -3.745, -2.715], [0.956, -4.098, -2.869], [-0.547, -2.489, -1.741], [-4.396, -2.266, 2.297], [-4.140, -1.515, 1.007], [-2.779, -1.003, 1.029], [-1.728, -1.631, 1.604], [-0.519, -1.155, 1.385], [0.625, -1.674, 2.122], [0.203, -2.350, 3.411], [-0.886, -3.354, 3.102], [-1.982, -2.679, 2.421], [-3.303, -3.299, 2.481], [-5.368, -2.756, 2.265], [-4.393, -1.570, 3.138], [-4.815, -0.665, 0.910], [-4.293, -2.167, 0.141], [-2.535, -0.304, 0.349], [1.290, -0.837, 2.349], [1.189, -2.377, 1.497], [-0.184, -1.605, 4.109], [1.056, -2.840, 3.878], [-1.286, -3.787, 4.019], [-0.498, -4.178, 2.491], [-3.391, -3.787, 3.452], [-3.387, -4.078, 1.714], [-3.917, 1.597, -1.933], [-3.773, 0.660, -2.854], [-4.752, -0.223, -2.743], [-3.779, 1.195, -4.054], [-2.156, -0.292, -2.625], [-2.502, -1.481, -1.912], [-1.483, -0.327, -3.873], [-1.462, 0.715, -1.407], [0.383, 2.103, -3.818], [1.007, 1.508, -4.938], [-0.915, 2.677, -3.818], [1.546, 3.373, -3.149], [1.111, 3.810, -1.973], [2.750, 2.835, -2.996], [1.608, 4.379, -4.004], [0.479, 1.010, -2.643], [-0.367, 1.374, -1.475]]}


2.
{"formula": "C2H6ClPS", "method": "ωB97M-V/def2-TZVPD", "lumo_ev": 0.577, "smiles": "CSP(C)Cl", "relative_energy_kj_mol": 15.3, "symbols": ["C", "S", "P", "C", "Cl", "H", "H", "H", "H", "H", "H"], "coordinates": [[-1.616, 1.261, -1.031], [-1.172, -0.163, 0.011], [0.970, 0.234, -0.153], [1.347, -1.065, 1.405], [1.483, -0.992, -1.619], [-1.882, 0.851, -2.019], [-0.666, 1.795, -1.086], [-2.492, 1.858, -0.627], [1.881, -1.961, 1.126], [0.260, -1.306, 1.764], [1.887, -0.512, 2.229]]}


3.
{"formula": "C3H4N2OS", "method": "ωB97M-V/def2-TZVPD", "lumo_ev": -0.513, "smiles": "[H]/N=C/N(C=O)C=S", "relative_energy_kj_mol": 186.7, "symbols": ["H", "N", "C", "N", "C", "O", "C", "S", "H", "H", "H"], "coordinates": [[-0.244, -3.103, -1.173], [-0.551, -2.046, -1.331], [-0.187, -1.408, -0.289], [-0.276, 0.003, -0.307], [-0.922, 0.715, -1.414], [-0.743, 1.945, -1.646], [0.439, 0.641, 0.652], [1.064, 0.141, 2.067], [0.158, -1.879, 0.681], [-1.776, 0.050, -2.003], [0.587, 1.729, 0.374]]}


4.
{"formula": "C3H3NO2S", "method": "ωB97M-V/def2-TZVPD", "lumo_ev": [-0.980, -0.927], "relative_energy_kj_mol": 595.0, "symbols": ["C", "C", "C", "N", "O", "O", "S", "H", "H", "H"], "coordinates": [[0.904, -0.298, -0.086], [0.090, -1.312, -0.198], [0.633, 1.083, -0.125], [-0.575, 1.506, -0.041], [-1.152, 2.542, 0.125], [-2.258, -1.421, 0.610], [-1.602, -0.876, -0.556], [1.943, -0.521, 0.169], [0.569, -2.323, -0.184], [1.450, 1.620, 0.286]]}


5.
{"formula": "C20H22BrClF4KN5O6S", "method": "ωB97M-V/def2-TZVPD", "lumo_ev": 4.236, "charge": -2, "relative_energy_kj_mol": 69.4, "symbols": ["K", "C", "N", "C", "C", "C", "N", "C", "C", "F", "C", "F", "C", "C", "F", "C", "F", "H", "H", "H", "H", "H", "H", "H", "H", "H", "H", "H", "O", "Cl", "O", "O", "O", "Br", "C", "C", "C", "C", "C", "N", "C", "O", "O", "H", "H", "H", "C", "N", "C", "C", "N", "C", "S", "H", "H", "H", "H", "H", "H", "H", "H"], "coordinates": [[0.718, -0.325, 0.560], [-4.274, 0.504, 0.470], [-2.836, 0.490, 0.497], [-2.277, 1.569, -0.297], [-2.313, 0.424, 1.860], [-2.248, -1.021, 2.363], [-1.167, -1.696, 1.661], [-1.190, -2.983, 1.397], [-0.154, -3.543, 0.553], [0.829, -2.699, 0.133], [-0.141, -4.829, 0.104], [0.851, -5.212, -0.739], [-1.101, -5.770, 0.473], [-2.066, -5.293, 1.340], [-3.028, -6.146, 1.790], [-2.118, -3.997, 1.798], [-3.100, -3.693, 2.698], [-4.690, 1.461, 0.848], [-4.681, -0.304, 1.080], [-4.634, 0.360, -0.553], [-2.496, 2.571, 0.103], [-2.678, 1.511, -1.315], [-1.194, 1.455, -0.379], [-2.914, 1.045, 2.548], [-1.301, 0.840, 1.878], [-3.227, -1.487, 2.206], [-2.082, -1.012, 3.450], [-1.096, -6.785, 0.107], [2.193, -0.549, 3.612], [2.487, 0.577, 2.751], [3.457, 1.471, 3.353], [1.238, 1.319, 2.481], [3.000, 0.085, 1.465], [-2.908, -2.731, -1.547], [-2.119, -1.438, -2.704], [-2.776, -1.151, -3.894], [-2.179, -0.232, -4.736], [-0.983, 0.357, -4.360], [-0.435, 0.027, -3.130], [-0.996, -0.883, -2.310], [0.814, 0.777, -2.646], [1.524, 1.293, -3.529], [0.931, 0.837, -1.400], [-3.710, -1.639, -4.133], [-2.649, 0.024, -5.679], [-0.462, 1.076, -4.976], [0.933, 4.651, -2.361], [1.619, 4.383, -1.117], [2.833, 3.563, -1.138], [3.129, 3.368, 0.354], [1.914, 3.879, 0.990], [1.049, 4.417, 0.102], [-0.471, 5.054, 0.508], [0.938, 3.741, -2.967], [1.430, 5.450, -2.919], [-0.087, 4.957, -2.138], [3.637, 4.101, -1.646], [2.632, 2.632, -1.667], [3.981, 3.966, 0.684], [3.318, 2.329, 0.615], [1.549, 3.421, 1.813]]}


6.
{"formula": "C50H45BrCuN5PSb", "method": "ωB97M-V/def2-TZVPD", "s2": 0.756, "lumo_ev": [-1.902, -4.332], "charge": 1, "relative_energy_kj_mol": 0.0, "multiplicity": 2, "symbols": ["Cu", "Br", "C", "C", "C", "C", "C", "C", "C", "C", "C", "C", "H", "H", "H", "H", "H", "H", "N", "N", "N", "C", "N", "N", "H", "H", "H", "C", "C", "C", "C", "C", "C", "P", "C", "C", "C", "C", "C", "C", "C", "C", "C", "C", "C", "C", "H", "H", "H", "H", "H", "H", "H", "H", "H", "H", "H", "H", "H", "H", "H", "C", "C", "C", "C", "C", "C", "C", "Sb", "C", "C", "C", "C", "C", "C", "C", "C", "C", "C", "C", "C", "C", "C", "H", "H", "H", "H", "H", "H", "H", "H", "H", "H", "H", "H", "H", "H", "H", "H", "H", "H", "H", "H", "H"], "coordinates": [[0.450, -0.899, 0.463], [-1.763, 1.157, 1.059], [-2.783, -0.328, 1.646], [-3.953, -0.059, 2.290], [-4.789, -1.122, 2.697], [-4.439, -2.409, 2.417], [-3.227, -2.703, 1.743], [-2.881, -4.047, 1.436], [-1.721, -4.344, 0.790], [-0.815, -3.301, 0.460], [-1.121, -2.003, 0.745], [-2.350, -1.651, 1.366], [-4.243, 0.966, 2.475], [-5.716, -0.903, 3.210], [-5.086, -3.231, 2.700], [-3.567, -4.835, 1.725], [-1.468, -5.369, 0.550], [0.130, -3.565, -0.005], [2.843, -3.634, -3.316], [2.774, -2.704, -2.300], [3.854, -2.185, -1.766], [3.324, -1.441, -0.802], [1.991, -1.522, -0.790], [1.650, -2.363, -1.768], [3.682, -3.450, -3.852], [1.988, -3.586, -3.855], [3.906, -0.836, -0.127], [4.591, -3.439, 2.590], [4.937, -2.098, 2.551], [3.953, -1.117, 2.604], [2.602, -1.459, 2.708], [2.268, -2.817, 2.712], [3.250, -3.795, 2.667], [1.240, -0.222, 2.561], [2.003, 1.387, 2.892], [2.971, 1.555, 3.885], [3.513, 2.809, 4.123], [3.090, 3.908, 3.384], [2.095, 3.759, 2.431], [1.548, 2.504, 2.196], [0.094, -0.482, 3.964], [-0.680, -1.642, 4.041], [-1.611, -1.808, 5.054], [-1.799, -0.807, 5.997], [-1.048, 0.356, 5.922], [-0.109, 0.521, 4.912], [5.357, -4.202, 2.555], [5.977, -1.807, 2.480], [4.252, -0.079, 2.550], [1.232, -3.128, 2.739], [2.965, -4.839, 2.686], [3.289, 0.712, 4.485], [4.266, 2.929, 4.892], [3.528, 4.882, 3.564], [1.751, 4.617, 1.866], [0.743, 2.392, 1.482], [-0.584, -2.423, 3.299], [-2.201, -2.715, 5.093], [-2.535, -0.930, 6.781], [-1.190, 1.143, 6.651], [0.458, 1.441, 4.869], [4.368, 2.054, -0.610], [3.923, 3.490, -0.766], [4.831, 4.518, -0.525], [4.457, 5.849, -0.638], [3.160, 6.174, -1.005], [2.243, 5.160, -1.254], [2.609, 3.820, -1.137], [1.242, 2.203, -1.435], [1.538, 1.857, -3.529], [1.843, 0.533, -3.839], [2.084, 0.128, -5.146], [2.021, 1.064, -6.165], [1.717, 2.386, -5.868], [1.474, 2.808, -4.562], [1.139, 4.254, -4.312], [-0.603, 3.276, -1.303], [-0.712, 4.222, -0.279], [-1.918, 4.856, -0.005], [-3.034, 4.543, -0.763], [-2.942, 3.587, -1.765], [-1.746, 2.930, -2.042], [-1.729, 1.837, -3.081], [5.429, 1.999, -0.365], [4.209, 1.481, -1.530], [3.808, 1.562, 0.193], [5.848, 4.268, -0.243], [5.181, 6.631, -0.444], [2.862, 7.211, -1.106], [1.238, 5.427, -1.555], [1.876, -0.199, -3.041], [2.314, -0.908, -5.370], [2.202, 0.770, -7.191], [1.663, 3.113, -6.671], [0.886, 4.759, -5.244], [1.983, 4.779, -3.863], [0.292, 4.356, -3.629], [0.155, 4.479, 0.319], [-1.980, 5.589, 0.790], [-3.980, 5.032, -0.569], [-3.825, 3.329, -2.339], [-2.730, 1.658, -3.470], [-1.367, 0.896, -2.651], [-1.076, 2.078, -3.920]]}